DFT (wB97M-V/def2-TZVPD) results for a 2-piece molecular cluster, C48H55N5O2 overall at a distorted geometry.

```
110
Properties=species:S:1:pos:R:3:mulliken_charge:R:1
C -1.264 1.075 3.146 0.143
C -0.190 1.901 3.478 1.587
C 0.947 1.431 4.183 -0.098
N 1.823 1.121 4.896 -0.699
C -0.302 3.318 3.576 -0.276
N -0.338 4.484 3.711 -0.641
C -2.589 1.402 3.660 0.695
C -3.152 2.698 3.617 0.212
C -4.322 2.984 4.312 -1.082
C -4.979 1.990 5.034 -0.460
C -4.458 0.691 5.053 -0.702
C -3.284 0.396 4.376 -0.603
H -1.113 0.010 2.960 0.120
H -2.666 3.479 3.049 0.458
H -4.688 4.011 4.325 0.409
H -5.891 2.236 5.583 0.378
H -4.957 -0.078 5.644 0.407
H -2.844 -0.597 4.412 0.441
C 1.879 -4.115 -0.987 -1.406
C 0.840 -4.306 0.112 2.051
C -0.538 -4.540 -0.507 -1.394
C 1.199 -5.573 0.908 -1.858
C 0.808 -3.116 1.104 0.700
C -0.031 -3.233 2.216 -0.942
C 0.220 -2.503 3.378 -1.532
C 1.396 -1.749 3.469 -0.637
C 2.175 -1.495 2.333 0.473
C 3.577 -0.856 2.447 2.207
C 3.559 0.577 1.914 -1.134
C 4.609 -1.689 1.683 -1.553
C 4.065 -0.814 3.899 -2.024
C 1.636 -1.950 1.082 -1.138
N 1.659 -1.107 -0.090 1.878
C 0.573 -0.331 -0.461 0.548
C -0.546 -0.150 0.345 -0.041
C -1.867 -0.041 -0.235 -0.094
C -2.186 -0.989 -1.259 0.220
C -3.137 -0.707 -2.212 -0.161
C -3.855 0.505 -2.088 -0.629
N -4.202 1.133 -3.311 1.063
O -4.646 2.301 -3.302 -0.627
O -3.960 0.507 -4.376 -0.625
C -3.828 1.250 -0.890 -0.900
C -2.833 0.972 0.040 0.433
N 0.929 0.369 -1.606 1.939
C 0.101 1.230 -2.421 -0.237
C -0.404 2.449 -1.876 0.202
C 0.309 3.317 -0.791 2.202
C -0.575 4.492 -0.362 -2.367
C 1.600 3.859 -1.407 -1.789
C 0.665 2.582 0.483 -0.299
C -1.483 3.041 -2.540 0.327
C -1.729 2.772 -3.885 -1.495
C -0.923 1.835 -4.512 -0.323
C -0.184 0.898 -3.768 -0.137
C 0.220 -0.380 -4.569 2.183
C -0.778 -0.639 -5.709 -1.812
C 0.206 -1.644 -3.726 -1.814
C 1.584 -0.184 -5.226 -1.764
C 2.256 0.056 -1.887 -1.315
C 2.670 -0.883 -1.022 -1.224
H 2.882 -3.951 -0.569 0.215
H 1.923 -5.020 -1.611 0.549
H 1.612 -3.281 -1.646 0.116
H -1.300 -4.723 0.259 0.342
H -0.850 -3.681 -1.113 -0.020
H -0.502 -5.417 -1.169 0.490
H 0.466 -5.765 1.699 0.359
H 1.217 -6.449 0.249 0.462
H 2.187 -5.477 1.374 0.387
H -0.865 -3.942 2.204 0.448
H -0.463 -2.581 4.230 0.470
H 1.703 -1.375 4.451 0.603
H 2.751 1.160 2.378 -0.136
H 4.514 1.065 2.156 0.610
H 3.446 0.600 0.825 0.125
H 4.545 -2.743 1.980 0.281
H 4.479 -1.626 0.601 0.095
H 5.614 -1.317 1.919 0.505
H 4.013 -1.812 4.347 0.448
H 5.117 -0.492 3.916 0.427
H 3.481 -0.113 4.504 0.425
H -0.353 -0.257 1.399 -0.691
H -1.581 -1.893 -1.314 -0.171
H -3.304 -1.327 -3.085 0.418
H -4.522 2.080 -0.789 0.417
H -2.740 1.562 0.957 0.146
H -1.540 4.134 0.017 0.320
H -0.097 5.047 0.455 0.414
H -0.744 5.201 -1.180 0.521
H 2.280 3.040 -1.664 0.231
H 1.378 4.428 -2.318 0.365
H 2.101 4.521 -0.691 0.459
H 1.412 1.801 0.337 -0.670
H 1.079 3.303 1.205 1.056
H -0.211 2.133 0.959 -0.870
H -2.119 3.788 -2.068 0.460
H -2.467 3.344 -4.453 0.314
H -0.974 1.779 -5.598 0.271
H -0.687 0.108 -6.503 0.469
H -0.565 -1.608 -6.176 0.444
H -1.813 -0.646 -5.350 0.251
H 1.002 -1.646 -2.981 0.132
H -0.761 -1.769 -3.224 0.168
H 0.371 -2.516 -4.377 0.673
H 2.384 -0.106 -4.490 0.196
H 1.806 -1.035 -5.881 0.442
H 1.576 0.726 -5.833 0.393
H 2.788 0.534 -2.696 0.831
H 3.564 -1.487 -1.047 0.362
```

- relative energy (zero: lowest compared OMol25 entry of this formula, charge and spin) (eV) = 0.204
- calculated total energy (eV) = -62206.59942
- HOMO-LUMO gap (eV) = 5.2
- LUMO (eV) = -1.550

---

DFT (wB97M-V/def2-TZVPD) results for C3H4BiO3 as an isolated structure at a distorted geometry.

```
11
Properties=species:S:1:pos:R:3:nbo_charge:R:1
O 1.763 -1.517 -0.975 -0.753
C 1.453 -0.349 -1.439 0.898
O 2.216 0.467 -1.937 -0.489
C -1.181 -0.203 1.174 -0.884
C -0.514 0.796 0.361 -0.094
O 0.137 -0.044 -1.207 -0.732
Bi 0.085 -1.743 0.084 1.907
H -0.918 -0.191 2.240 0.311
H -2.257 -0.321 0.997 0.284
H 0.383 1.429 0.352 0.278
H -1.168 1.676 0.350 0.272
```

- net charge = +1
- relative energy (zero: lowest compared OMol25 entry of this formula, charge and spin) (eV) = 2.683
- calculated total energy (eV) = -15145.77312
- HOMO-LUMO gap (eV) = 7.2
- LUMO (eV) = -7.200

---

DFT (wB97M-V/def2-TZVPD) results for a 2-piece molecular cluster, C6H11N overall at a distorted geometry.

```
18
Properties=species:S:1:pos:R:3:nbo_charge:R:1
C 0.120 0.916 1.555 -0.567
C -0.158 0.279 0.454 -0.187
C 1.050 -0.704 0.186 -0.218
C -0.598 -0.304 -1.533 -0.060
C -1.277 -0.707 -0.059 -0.396
C -0.251 0.956 -0.879 -0.427
H -0.612 1.940 1.745 0.220
H 1.557 0.837 1.801 0.206
H -0.425 0.319 2.430 0.234
H 1.422 -1.589 0.844 0.216
H 1.899 0.095 0.371 0.170
H 1.274 -1.030 -1.831 0.336
H -0.957 -0.423 -2.454 0.201
H -2.480 -0.705 0.057 0.231
H -1.037 -1.897 0.094 0.226
H 0.721 1.397 -1.153 0.195
H -0.916 1.843 -0.438 0.229
N 0.669 -1.221 -1.191 -0.610
```

- relative energy (zero: lowest compared OMol25 entry of this formula, charge and spin) (eV) = 7.535
- calculated total energy (eV) = -7882.99637
- HOMO-LUMO gap (eV) = 10.0
- LUMO (eV) = 0.902

---

Q: Among the records above, which one has the highest LUMO?
A: C6H11N

---

Q: Which of these has the highest calculated total energy?
A: C6H11N

---

Q: Look up the HOMO-LUMO gap of the third one.
A: 10.0 eV

---

Q: What is the calculated total energy in the second record?
A: -15145.77312 eV